1.
# C4H5N

C4H5N in the gas phase (wB97M-V/def2-TZVPD, the Open Molecules 2025 dataset).

Last column: Mulliken charge in e.
Positions of all 10 atoms, in Å:
C -1.485 -0.143 -0.022  -1.05
C -0.077 -0.390 0.015  0.13
C 0.873 0.536 0.051  -0.29
C 2.213 0.122 0.076  0.18
H -1.729 0.667 -0.820  0.27
H -1.888 0.353 0.903  0.27
H -2.064 -1.037 -0.385  0.31
H 0.310 -1.380 0.336  0.29
H 0.535 1.602 -0.069  0.31
N 3.312 -0.330 -0.085  -0.42

Values from the calculation:
* Kohn-Sham gap: 10.29 eV
* multiplicity: 1
* energy above the lowest of the compared OMol25 structures with the same formula, charge and spin: 30.3 kcal per mole
* SMILES: C/C=C/C#N



2.
# C2H5N5O2

2 unconnected molecules or ions with the total composition C2H5N5O2 (wB97M-V/def2-TZVPD, the Open Molecules 2025 dataset).

Last column: Mulliken charge in e.
Positions of all 14 atoms, in Å:
C -1.407 0.391 -0.479  0.47
C -0.582 -0.783 -0.002  0.44
N 1.762 0.079 1.224  -0.46
N 2.125 0.850 0.485  0.90
N 0.371 -1.104 -0.814  -0.60
N 2.662 1.600 -0.318  -0.73
N -0.815 -1.225 1.266  -0.33
O -1.420 0.601 -1.749  -0.40
O -1.952 1.023 0.414  -0.59
H 1.062 -1.711 -0.419  0.27
H 2.017 1.708 -1.159  0.29
H -2.052 1.298 -1.990  0.37
H -0.248 -1.843 1.798  0.21
H -1.523 -0.884 1.744  0.15

Values from the calculation:
* Kohn-Sham gap: 10.16 eV
* multiplicity: 1
* energy above the lowest of the compared OMol25 structures with the same formula, charge and spin: 26.8 kcal per mole



3.
# BrDyFH4OSi2

A molecular structure, BrDyFH4OSi2 (wB97M-V/def2-TZVPD, the Open Molecules 2025 dataset).

Last column: Mulliken charge in e.
Positions of all 10 atoms, in Å:
F 2.323 1.518 0.925  -0.20
Si 1.517 0.094 0.592  0.76
Br 1.294 -0.145 -1.673  0.21
O 0.024 0.118 1.463  -0.11
Si -1.215 -0.349 0.314  0.49
H 2.324 -1.029 1.100  0.17
H -0.879 -1.625 -0.362  0.16
H -2.535 -0.521 0.934  0.10
H -1.300 0.783 -0.652  -0.56
Dy -1.553 1.156 -2.640  1.97

Values from the calculation:
* Kohn-Sham gap (spin up / spin down): 10.21 / 4.09 eV
* multiplicity: 6
* <S²>: 9.688
* net charge: +3



4.
# C43H53BN8O2S3Sn

A molecular structure, C43H53BN8O2S3Sn (wB97M-V/def2-TZVPD, the Open Molecules 2025 dataset).

Last column: Mulliken charge in e.
Positions of all 111 atoms, in Å:
Sn -0.995 -0.268 0.389  1.41
O -2.690 -0.378 1.548  -0.62
C -3.296 -1.166 2.439  0.21
C -4.620 -0.907 2.809  -0.70
C -5.284 -1.755 3.676  -0.46
C -4.658 -2.888 4.191  -0.67
C -3.345 -3.148 3.837  -0.36
C -2.659 -2.285 2.993  0.18
C -1.259 -2.506 2.591  -0.13
N -0.807 -3.626 2.224  -0.58
C 0.525 -3.611 1.654  -0.40
C 0.395 -3.731 0.143  -1.01
N -0.129 -2.512 -0.498  0.19
C 0.139 -2.403 -1.737  -0.26
C -0.323 -1.386 -2.681  0.39
C 0.330 -1.339 -3.921  -0.66
C -0.074 -0.487 -4.923  -0.56
C -1.191 0.324 -4.698  -0.63
C -1.863 0.286 -3.498  -0.34
C -1.442 -0.554 -2.449  0.55
O -2.105 -0.547 -1.307  -0.98
H -5.112 -0.044 2.378  0.44
H -6.310 -1.540 3.945  0.39
H -5.188 -3.554 4.858  0.38
H -2.830 -4.020 4.219  0.43
H -0.610 -1.617 2.586  0.66
H 1.088 -4.479 2.005  0.47
H 1.093 -2.709 1.916  0.09
H -0.302 -4.545 -0.069  0.33
H 1.368 -3.985 -0.287  0.54
H 0.786 -3.164 -2.193  0.28
H 1.171 -2.004 -4.084  0.36
H 0.446 -0.464 -5.871  0.43
H -1.539 0.989 -5.479  0.38
H -2.729 0.908 -3.316  0.45
C 5.683 -0.509 2.726  -1.76
C 5.280 0.745 2.021  0.51
C 6.149 1.768 1.820  -0.51
C 5.730 2.946 1.145  -0.17
N 4.510 3.059 0.717  -0.60
N 3.650 2.056 0.925  0.40
B 2.226 2.374 0.449  -1.46
N 1.313 2.655 1.651  0.95
N 1.989 2.720 2.816  -0.10
C 1.336 2.756 3.932  -0.46
C -0.084 2.680 3.946  -0.54
C -0.780 2.696 2.784  0.64
C -2.273 2.637 2.751  -1.80
C -0.040 2.794 1.549  0.42
S -0.793 3.114 0.081  -0.07
C 2.198 2.778 5.193  2.46
C 1.376 3.170 6.421  -2.22
C 3.349 3.773 5.014  -1.65
C 2.770 1.369 5.391  -1.34
N 2.222 3.503 -0.642  0.83
N 2.357 4.808 -0.588  -0.91
C 2.203 5.444 -1.729  -0.55
C 1.910 4.747 -2.930  -0.21
C 1.764 3.386 -2.960  0.57
C 1.404 2.574 -4.161  -1.21
C 1.937 2.772 -1.711  0.67
S 1.801 1.169 -1.079  -0.13
C 2.411 6.953 -1.685  2.28
C 3.920 7.218 -1.781  -1.43
C 1.880 7.511 -0.362  -1.67
C 1.697 7.651 -2.844  -2.05
C 3.927 0.888 1.548  0.31
S 2.748 -0.292 1.744  -0.21
C 6.618 4.157 0.880  2.58
C 6.660 4.413 -0.630  -1.43
C 5.997 5.370 1.584  -1.55
C 8.039 3.941 1.398  -2.37
H 6.708 -0.436 3.084  0.40
H 5.587 -1.366 2.059  0.33
H 5.012 -0.704 3.564  0.29
H 7.164 1.681 2.182  0.54
H -0.616 2.624 4.885  0.33
H -2.668 2.522 3.759  0.37
H -2.614 1.800 2.138  0.19
H -2.678 3.543 2.297  0.38
H 0.869 4.127 6.279  0.44
H 2.041 3.267 7.281  0.45
H 0.629 2.416 6.672  0.39
H 2.973 4.792 4.896  0.37
H 3.940 3.527 4.132  0.18
H 3.997 3.747 5.891  0.45
H 1.974 0.626 5.471  0.35
H 3.369 1.334 6.303  0.45
H 3.396 1.091 4.542  0.06
H 1.778 5.307 -3.846  0.37
H 1.418 3.178 -5.067  0.42
H 0.407 2.144 -4.037  0.03
H 2.095 1.738 -4.278  0.37
H 4.446 6.747 -0.949  0.12
H 4.114 8.291 -1.749  0.48
H 4.332 6.825 -2.713  0.35
H 2.374 7.049 0.490  0.25
H 0.808 7.333 -0.266  0.39
H 2.056 8.588 -0.328  0.45
H 2.131 7.401 -3.813  0.34
H 1.789 8.731 -2.721  0.45
H 0.633 7.405 -2.864  0.44
H 5.653 4.556 -1.021  0.11
H 7.116 3.572 -1.157  0.36
H 7.248 5.309 -0.841  0.44
H 4.975 5.528 1.238  0.15
H 6.586 6.265 1.376  0.45
H 5.970 5.222 2.666  0.34
H 8.526 3.098 0.904  0.43
H 8.058 3.771 2.476  0.43
H 8.633 4.833 1.196  0.43

Values from the calculation:
* Kohn-Sham gap: 7.05 eV
* multiplicity: 1
* energy above the lowest of the compared OMol25 structures with the same formula, charge and spin: 0.0 kcal per mole



| no. | electronic energy (eV) | strongest force on any atom (eV/Å) |
| --- | --- | --- |
| 1 | -5717.5340 | 6.16 |
| 2 | -13698.3848 | 5.30 |
| 3 | -114676.8801 | 6.12 |
| 4 | -100483.7872 | 0.45 |